Entry 1:
Molecular formula: C31H53BrN4O3S3
Method: DFT, ωB97M-V/def2-TZVPD

Each line ends with the Löwdin charge.
Cartesian coordinates (Å):
Br  -2.764  1.463  -2.704  0.727
S  0.729  -1.307  1.843  0.645
S  -0.517  -2.452  -0.607  0.868
S  -7.062  4.166  1.638  0.965
O  -4.570  1.106  -4.731  0.036
O  -4.966  0.172  2.400  -0.009
O  -5.854  0.531  7.994  -0.060
N  -7.120  3.939  -0.031  -0.233
N  2.301  -2.132  -0.241  -0.189
N  -6.756  2.439  -2.703  0.092
N  -6.320  2.788  2.206  -0.238
C  -5.370  0.653  1.146  -0.180
C  -4.512  -1.483  -0.006  -0.135
C  6.385  0.266  1.324  -0.196
C  -1.860  -1.378  0.116  -0.478
C  -5.178  -0.076  -0.118  -0.066
C  -5.270  0.294  6.713  -0.499
C  2.264  -2.777  -1.577  -0.219
C  -6.222  0.764  5.626  -0.063
C  -5.647  0.585  -1.391  -0.138
C  1.026  -2.455  -3.919  -0.201
C  10.162  1.954  2.905  -0.135
C  -6.306  1.902  -1.426  -0.173
C  -6.528  2.696  -0.172  -0.277
C  3.109  -0.881  -0.286  -0.189
C  -4.953  -1.186  6.568  -0.065
C  8.675  -0.145  2.548  -0.215
C  3.913  -0.575  1.060  -0.182
C  -4.416  0.779  -3.601  -0.707
C  0.525  -0.301  -5.391  -0.188
C  7.114  0.068  2.733  -0.199
C  5.457  -0.978  0.972  -0.188
C  2.887  1.643  -4.719  -0.130
C  1.894  -1.776  -2.779  -0.202
C  -6.038  1.996  1.088  -0.215
C  -3.149  -1.654  -0.794  -0.274
C  1.007  -1.943  0.319  -0.967
C  9.502  0.704  3.628  -0.259
C  1.454  2.185  -5.110  -0.259
C  0.268  1.168  -4.863  -0.232
C  -5.446  -0.117  -2.780  -0.097
C  -0.075  -1.398  -4.386  -0.212
H  9.348  2.584  2.444  0.076
H  8.802  1.109  4.408  0.092
H  -3.110  -1.102  -1.769  0.040
H  3.261  0.881  -5.466  0.070
H  -1.574  -0.294  0.142  0.077
H  1.693  -2.679  -4.804  0.110
H  -6.454  -0.111  -3.290  0.126
H  6.664  -0.757  3.350  0.107
H  1.606  -0.564  -5.539  0.085
H  -4.325  -1.694  1.088  0.112
H  -5.862  -1.790  6.656  0.080
H  8.917  -1.244  2.651  0.107
H  3.331  -3.099  -1.796  0.127
H  1.451  2.617  -6.157  0.107
H  -4.345  0.874  6.668  0.138
H  -2.085  -1.814  1.123  0.059
H  7.199  0.291  0.539  0.095
H  3.493  -1.113  1.949  0.067
H  -6.672  0.023  8.045  0.085
H  10.283  0.065  4.136  0.100
H  -3.998  0.327  2.418  0.128
H  1.258  3.073  -4.430  0.104
H  0.041  1.133  -3.763  0.060
H  2.847  -1.361  -3.216  0.107
H  2.500  -0.011  -0.651  0.121
H  6.978  1.037  3.306  0.101
H  2.861  1.233  -3.674  0.065
H  9.068  0.178  1.545  0.092
H  10.803  1.582  2.060  0.068
H  3.755  0.525  1.260  0.105
H  -6.451  1.826  5.748  0.080
H  5.642  -1.763  1.766  0.102
H  -3.076  -2.755  -1.065  0.097
H  3.603  2.507  -4.769  0.069
H  10.788  2.581  3.600  0.069
H  -0.633  1.596  -5.401  0.107
H  0.476  -3.381  -3.602  0.098
H  -5.796  0.612  4.633  0.051
H  1.267  -0.936  -2.355  0.090
H  1.659  -3.726  -1.607  0.105
H  5.704  -1.432  -0.024  0.099
H  0.017  -0.450  -6.392  0.110
H  5.843  1.255  1.256  0.104
H  -7.175  0.227  5.682  0.083
H  -5.200  -2.307  -0.361  0.126
H  -4.277  -1.514  7.361  0.079
H  -0.905  -1.922  -4.956  0.106
H  -4.487  -1.398  5.602  0.075
H  -0.584  -0.901  -3.512  0.069
H  -5.075  -1.162  -2.634  0.114
H  3.912  -1.047  -1.069  0.114
H  -7.373  1.709  -3.091  0.092
H  -7.385  3.233  -2.537  0.085

## Properties
* orbital gap: 7.22 eV
* highest occupied orbital energy: -8.33 eV
* E_tot: -147653.1927 eV
* 2S+1: 1
* strongest force on any atom: 3.9 eV Å⁻¹

***

Entry 2:
Molecular formula: C3H3F3N2S2
Method: DFT, ωB97M-V/def2-TZVPD

Each line ends with the natural charge from an NBO analysis.
Cartesian coordinates (Å):
S  -3.671  1.180  0.237  -0.055
S  -1.687  -0.759  -0.893  0.334
F  1.525  2.520  0.809  -0.303
F  1.153  2.641  -1.349  -0.320
F  2.472  1.134  -0.628  -0.343
N  0.283  0.909  0.008  -0.329
N  -0.990  1.575  0.251  -0.479
C  -2.111  0.854  -0.152  -0.089
C  -0.022  -0.421  -1.083  -0.399
C  1.287  1.816  -0.291  1.063
H  0.656  -1.151  -0.572  0.253
H  -1.253  2.062  1.116  0.438
H  0.311  -0.102  -2.087  0.230

## Properties
* orbital gap: 9.12 eV
* SMILES: FC(F)(F)N1CSC(=S)N1
* highest occupied orbital energy: -9.22 eV
* E_tot: -35960.8875 eV
* 2S+1: 1
* strongest force on any atom: 4.9 eV Å⁻¹

***

Question: Which of these has the lowest E_tot?
Answer: C31H53BrN4O3S3

***

Question: What is the E_tot in the second record?
Answer: -35960.8875 eV